Entry from OMol25: C14H26BN9S4Zr as an isolated structure (the ωB97M-V functional and the def2-TZVPD basis).

Positions of all 55 atoms, in Å:
Zr  -0.42  0.48  0.31
N  1.48  -0.01  -1.13
C  2.75  -0.59  -0.68
C  3.06  -0.01  0.68
N  1.96  -0.26  1.64
C  2.10  0.60  2.82
C  0.82  0.59  3.61
N  -0.35  0.82  2.73
C  1.97  -1.69  2.05
C  0.56  -2.25  2.16
N  -0.16  -1.81  0.95
H  1.67  0.93  -1.51
H  1.12  -0.54  -1.91
H  2.65  -1.68  -0.61
H  3.58  -0.39  -1.37
H  4.02  -0.39  1.03
H  3.20  1.06  0.56
H  2.96  0.29  3.45
H  2.35  1.61  2.48
H  0.69  -0.34  4.15
H  0.82  1.42  4.32
H  -1.16  0.37  3.21
H  -0.56  1.82  2.64
H  2.54  -2.27  1.33
H  2.49  -1.81  3.00
H  0.57  -3.36  2.23
H  0.04  -1.86  3.02
H  0.33  -2.23  0.17
H  -1.11  -2.17  0.97
B  -2.91  0.36  -2.03
N  -1.87  1.32  -2.63
C  -2.02  2.21  -3.61
C  -0.90  3.00  -3.68
C  -0.10  2.54  -2.66
N  -0.69  1.52  -2.02
N  -2.28  -1.04  -2.13
C  -2.51  -1.99  -3.03
C  -1.47  -2.90  -2.97
C  -0.63  -2.40  -1.98
N  -1.12  -1.26  -1.50
H  -3.92  0.37  -2.69
H  -3.02  0.66  -0.86
H  -2.94  2.26  -4.16
H  -0.68  3.85  -4.32
H  0.86  2.92  -2.36
H  -3.40  -1.93  -3.64
H  -1.34  -3.84  -3.50
H  0.32  -2.81  -1.65
S  -0.39  5.20  0.04
C  -0.44  3.60  0.34
S  1.05  2.64  0.43
S  -1.86  2.64  0.61
S  -2.98  -0.47  1.24
C  -2.53  -1.16  2.71
N  -2.16  -1.60  3.71

Calculated values
energy: -2706.73448 Eh
highest occupied orbital energy: -0.2775 Ha
gap between HOMO and LUMO: 0.27380 Ha

natural (NBO) population analysis, charges in e, atoms 1 to 4: atom 1 (Zr): 1.6426, atom 2 (N): -0.8738, atom 3 (C): -0.2261, atom 4 (C): -0.2311